i.
# C4H4N2O

C4H4N2O as an isolated structure (the ωB97M-V functional and the def2-TZVPD basis, the Open Molecules 2025 dataset).

Structure (XYZ):
```
11
Properties=species:S:1:pos:R:3
O -2.550 1.329 -0.306
C -1.408 0.942 -0.281
C -1.069 -0.183 0.682
C 0.210 -0.444 0.531
N 1.211 -0.059 -0.109
C 0.824 0.955 -0.951
N -0.362 1.437 -1.051
H -1.851 -0.594 1.291
H 1.650 -2.729 0.733
H 1.720 -2.007 1.016
H 1.626 1.353 -1.556
```

The HOMO energy (alpha / beta) is -0.35530 / -0.35530 Eh.

=====

ii.
# C4H4N2O

One molecule with the formula C4H4N2O (the ωB97M-V functional and the def2-TZVPD basis, the Open Molecules 2025 dataset).

Structure (XYZ):
```
11
Properties=species:S:1:pos:R:3
N 1.568 -0.160 0.239
C 1.157 0.381 -0.915
C 0.494 -0.974 -0.491
C -0.779 -0.714 0.018
C -1.072 0.612 0.465
N -0.493 1.724 0.106
O 0.393 1.510 -0.977
H 1.311 0.269 1.135
H 0.812 -1.933 -0.878
H -1.537 -1.488 0.092
H -1.853 0.772 1.206
```

The HOMO energy (alpha / beta) is -0.31058 / -0.31063 Eh.

=====

iii.
# C4H4N2O

A 2-piece molecular cluster, C4H4N2O overall (the ωB97M-V functional and the def2-TZVPD basis, the Open Molecules 2025 dataset).

Structure (XYZ):
```
11
Properties=species:S:1:pos:R:3
O -2.560 -0.539 0.432
C -1.442 -0.342 0.166
C -0.458 -0.142 -0.980
C -0.019 1.221 -0.661
N 0.943 1.230 0.221
C 1.104 -0.119 0.530
N 0.665 -0.874 -0.556
H -0.242 -0.275 1.143
H -0.503 2.134 -0.993
H 1.961 -0.424 1.127
H 0.551 -1.871 -0.428
```

The HOMO energy is -0.34273 Eh.

=====

iv.
# C4H4N2O

One molecule with the formula C4H4N2O (the ωB97M-V functional and the def2-TZVPD basis, the Open Molecules 2025 dataset).

Structure (XYZ):
```
11
Properties=species:S:1:pos:R:3
H -2.846 -0.489 -0.101
N -1.881 -0.979 -0.134
C -0.834 -0.165 -0.199
N -1.055 1.132 0.182
C 0.081 1.749 0.104
O 1.135 1.031 -0.301
C 0.657 -0.321 -0.087
C 1.397 -1.338 0.151
H -0.017 2.812 0.109
H 1.035 -2.381 0.364
H 2.328 -1.052 -0.087
```

As for the structure (SMILES): [H]/N=C1\N=COC1=C. The HOMO energy is -0.34529 Eh.

=====

Stability, lowest: ii

=====

i.
# C7H6O2

One molecule with the formula C7H6O2 (the ωB97M-V functional and the def2-TZVPD basis, the Open Molecules 2025 dataset).

Structure (XYZ):
```
15
Properties=species:S:1:pos:R:3
C -2.167 -1.601 0.067
C -1.842 -0.170 0.191
O -2.663 0.602 0.588
C -0.332 0.293 -0.161
C 0.089 1.605 -0.327
C 1.363 2.025 -0.229
C 2.232 1.054 0.302
C 1.907 -0.259 -0.077
O 0.635 -0.663 -0.304
H -1.503 -2.268 0.582
H -2.334 -1.936 -0.979
H -3.155 -1.957 0.538
H 1.857 2.947 -0.533
H 3.331 1.441 0.524
H 2.581 -1.114 -0.182
```

As for the structure (SMILES): CC(=O)C1=C=CC=CO1. The HOMO energy (alpha / beta) is -0.29653 / -0.29628 Eh.

=====

ii.
# C7H6O2

A 2-piece molecular cluster, C7H6O2 overall (the ωB97M-V functional and the def2-TZVPD basis, the Open Molecules 2025 dataset).

Structure (XYZ):
```
15
Properties=species:S:1:pos:R:3
C 0.412 2.288 -0.138
C 1.043 1.052 -0.392
C -0.814 1.979 0.370
C 0.155 0.072 -0.019
C -3.353 -0.344 -0.551
C -0.599 -2.257 0.252
C 0.329 -1.358 -0.058
O -4.064 0.344 -0.009
O -0.982 0.647 0.444
H 0.809 3.267 -0.309
H 2.023 0.896 -0.793
H -1.616 2.593 0.728
H -1.589 -1.967 0.561
H -0.390 -3.310 0.198
H 1.318 -1.661 -0.369
```

The HOMO energy is -0.30038 Eh.

=====

Stability, lowest: i

=====

i.
# C2H6N2O

A 2-piece molecular cluster, C2H6N2O overall (the ωB97M-V functional and the def2-TZVPD basis, the Open Molecules 2025 dataset).

Structure (XYZ):
```
11
Properties=species:S:1:pos:R:3
H -0.966 -0.527 2.680
N -0.767 0.039 1.856
C -1.528 -0.368 0.927
N -1.458 0.084 -0.421
H -2.218 -1.193 1.113
H -0.563 -0.281 -0.754
H -1.189 1.073 -0.431
C 2.191 0.276 -1.251
O 1.387 1.091 -0.884
H 3.239 0.367 -0.937
H 1.872 -0.560 -1.898
```

As for the structure (SMILES): [H]/N=C/N.C=O. The HOMO energy is -0.37116 Eh.

=====

ii.
# C2H6N2O

A 2-piece molecular cluster, C2H6N2O overall (the ωB97M-V functional and the def2-TZVPD basis, the Open Molecules 2025 dataset).

Structure (XYZ):
```
11
Properties=species:S:1:pos:R:3
H 3.491 -1.077 -0.884
N 2.637 -0.568 -1.059
C 2.830 0.570 -1.625
N 2.596 1.847 -1.309
H 3.718 0.498 -2.284
H 2.187 2.209 -0.462
H 3.020 2.565 -1.865
C -5.119 -1.484 2.372
O -5.162 -2.053 3.425
H -5.925 -0.820 2.008
H -4.272 -1.686 1.682
```

As for the structure (SMILES): [H]/N=C/N.C=O. The HOMO energy is -0.30889 Eh.

=====

Stability, lowest: ii